1.
10
Properties=species:S:1:pos:R:3:forces:R:3:mulliken_charge:R:1 method="wB97M-V/def2-TZVPD" total_charge=+1 lumo_ev=-6.9371 homo_ev=-17.78 gap_ev=10.84 multiplicity=1 total_energy_ev=-23130.093 molar_mass_da=173.01 e_above_lowest_kj_mol=36.6
C -2.39252 0.19050 1.04674 1.649 -0.166 -2.078 0.8585
C 2.75696 -0.09856 -1.17290 0.178 -0.857 1.339 0.8384
O 1.50598 0.08890 -1.22779 0.531 2.233 -2.680 0.0400
F -3.44572 -0.03997 1.69897 -1.883 0.245 1.630 -0.1702
F -1.44076 0.79833 1.71202 0.296 0.418 1.199 -0.2100
F -2.60572 0.89134 -0.04096 -0.843 1.131 -0.703 -0.2280
F 3.53007 0.51797 -1.90837 -0.420 0.710 -0.953 0.0054
F -1.91230 -0.95580 0.60980 0.816 -1.629 -0.054 -0.2384
F 3.28659 -0.87389 -0.37157 0.013 -0.800 0.823 0.0103
F 0.71743 -0.51882 -0.34593 -0.338 -1.286 1.477 0.0941

***

2.
22
Properties=species:S:1:pos:R:3:forces:R:3:mulliken_charge:R:1 method="wB97M-V/def2-TZVPD" total_charge=+1 lumo_ev=-2.7020 homo_ev=-14.05 gap_ev=11.35 multiplicity=1 total_energy_ev=-9412.560 molar_mass_da=107.18 e_above_lowest_kj_mol=106.3
C 1.14837 -1.74626 0.73853 1.911 -0.046 0.218 -0.8161
C 0.69583 -1.78007 -0.69203 -0.012 -1.275 -0.841 -0.5201
C 0.53299 -0.44855 -1.40178 -0.435 -1.108 -1.234 -0.6669
C 0.84202 1.66912 -0.21496 -0.445 0.480 0.034 -1.0000
N -0.11017 0.55805 -0.51079 0.075 0.586 -1.539 0.0477
N 0.09255 -1.10116 1.52108 -0.125 -0.381 0.950 -0.6088
H 2.14575 -1.28141 0.87514 -0.749 1.112 -0.340 0.2979
H 1.56628 -2.69570 1.08226 -1.267 -0.737 0.115 0.4250
H 1.26032 -2.45655 -1.33585 0.836 0.350 0.150 0.4280
H -0.23221 -2.37254 -0.77164 -0.300 0.690 0.481 0.3419
H -0.08254 -0.69310 -2.27519 -0.543 0.436 0.332 0.2843
H 1.38921 -0.02821 -1.93165 0.455 0.035 0.874 0.4066
H 1.84825 1.28298 -0.10886 -0.009 -0.140 0.134 0.3792
H 0.54106 2.23265 0.66406 -0.094 -0.226 0.094 0.3266
H 0.80801 2.35664 -1.05879 0.160 -0.083 -0.026 0.4091
H -0.91391 0.92627 -1.01749 -0.121 0.236 0.493 0.3338
H -0.44114 0.04416 0.33734 0.358 0.113 0.477 0.4696
H -0.63311 -1.77250 1.76048 0.023 -0.044 -0.171 0.2350
H 0.41367 -0.75638 2.42060 0.193 0.015 -0.103 0.2192
H -2.86989 2.78297 -0.43278 -0.175 0.228 0.691 0.3268
H -2.67896 2.56674 1.15184 -0.214 0.205 -0.794 0.3218
O -2.61282 2.16919 0.26749 0.476 -0.445 0.006 -0.6406

***

3.
86
Properties=species:S:1:pos:R:3:forces:R:3:mulliken_spin:R:1 method="wB97M-V/def2-TZVPD" total_charge=+2 lumo_ev="-6.6095 / -9.9338" homo_ev="-13.42 / -13.37" gap_ev="6.81 / 3.43" multiplicity=3 total_energy_ev=-100082.479 molar_mass_da=654.80 e_above_lowest_kj_mol=840.6
V -0.17743 1.39853 0.41139 1.127 2.593 -6.494 1.6813
C 0.36867 -0.52107 -2.07161 0.172 -0.316 0.015 -0.0591
C -0.41123 -1.01147 -0.84981 -0.307 -0.088 -0.091 0.0489
P 0.13597 -2.70467 -0.21501 0.286 -0.082 0.074 0.0253
C -0.94753 -3.80607 -1.20711 0.023 0.246 0.361 0.0028
C -0.63603 -4.03737 -2.54791 -0.014 0.176 0.150 0.0008
C -1.50793 -4.74847 -3.35161 -0.071 -0.107 -0.021 0.0000
C -2.68033 -5.26157 -2.81321 0.117 0.035 0.005 0.0020
C -2.95973 -5.08807 -1.46641 -0.101 -0.188 -0.033 -0.0009
C -2.08903 -4.38677 -0.65231 0.041 0.289 -0.231 0.0023
C -0.63653 -2.70217 1.43669 0.074 0.172 -0.311 -0.0045
C -1.77393 -1.96077 1.76639 0.101 -0.302 -0.086 0.0338
C -2.34483 -2.10567 3.01719 -0.091 0.063 0.146 0.0047
C -1.77553 -2.95857 3.95249 0.024 0.037 -0.008 -0.0007
C -0.63203 -3.67697 3.63719 -0.039 0.090 0.158 -0.0003
C -0.06193 -3.54597 2.38569 -0.007 0.180 -0.160 0.0019
C 1.17027 0.75393 -1.79981 0.271 0.647 -0.003 0.1978
P 2.90647 0.63013 -1.04961 -0.634 -2.748 0.130 0.4610
C 3.68457 -0.54267 -2.20661 0.230 0.749 0.214 0.0909
C 3.46067 -1.91967 -2.18891 -0.122 -0.209 0.249 -0.0037
C 4.11037 -2.72977 -3.10341 -0.053 0.009 0.044 0.0007
C 4.97857 -2.18107 -4.03611 0.012 0.105 0.064 0.0098
C 5.20067 -0.81337 -4.05801 0.070 -0.052 -0.061 0.0032
C 4.56047 0.00173 -3.14371 -0.032 0.244 -0.033 0.0256
C 2.80817 -0.18817 0.58799 0.381 1.250 -0.916 0.1359
C 2.20617 0.52233 1.63689 -0.302 0.181 0.305 0.0212
C 2.22347 0.04023 2.93419 -0.346 0.472 -0.213 0.0240
C 2.91027 -1.13227 3.21659 0.020 -0.012 -0.043 0.0908
C 3.60287 -1.78327 2.20719 0.039 -0.193 -0.287 -0.0036
C 3.57427 -1.31077 0.90699 0.391 -0.361 0.048 0.0332
H -0.32623 -0.31267 -2.89381 0.199 0.088 0.127 -0.0038
H 1.05027 -1.29747 -2.43271 -0.153 0.112 -0.043 0.0052
H -1.48943 -1.03437 -1.05491 0.195 0.273 0.221 -0.0012
H -0.21653 -0.34087 0.02619 -0.152 -1.300 0.018 0.0058
H 0.28827 -3.66307 -2.96691 0.108 0.092 -0.050 -0.0001
H -1.27383 -4.91067 -4.39361 0.024 -0.023 -0.050 0.0001
H -3.35943 -5.81677 -3.44001 -0.103 -0.043 -0.065 0.0000
H -3.86633 -5.49937 -1.04741 -0.027 -0.088 0.035 0.0001
H -2.31113 -4.27067 0.39729 -0.053 0.051 0.063 0.0004
H -2.24873 -1.30697 1.04319 -0.004 -0.085 0.011 -0.0095
H -3.24513 -1.56097 3.26429 -0.007 0.073 0.030 -0.0003
H -2.21673 -3.05037 4.93299 -0.071 -0.050 0.068 -0.0001
H -0.17743 -4.32587 4.36849 0.010 -0.110 0.099 0.0000
H 0.83667 -4.09057 2.13629 0.092 -0.152 -0.040 0.0015
H 0.56597 1.47983 -1.21381 0.766 0.308 -1.835 -0.1390
H 1.37827 1.24643 -2.75971 -0.120 0.241 0.331 0.0024
H 2.78877 -2.35677 -1.46131 -0.036 -0.089 -0.020 0.0005
H 3.95527 -3.79727 -3.07721 -0.086 -0.094 0.006 0.0018
H 5.49367 -2.82027 -4.73491 0.044 -0.080 -0.090 -0.0002
H 5.88817 -0.39217 -4.77421 0.034 0.092 -0.062 0.0002
H 4.74077 1.06673 -3.14721 0.113 0.125 -0.073 0.0057
H 1.82707 1.53523 1.45849 0.077 0.002 0.079 -0.0210
H 1.74177 0.59593 3.72719 -0.040 0.001 -0.018 0.0013
H 2.95097 -1.49977 4.23049 0.000 -0.043 0.079 -0.0028
H 4.18997 -2.65867 2.43609 0.052 -0.098 0.009 0.0027
H 4.16867 -1.79437 0.14689 -0.001 -0.073 0.043 0.0011
O -0.67913 1.14193 1.81879 -2.181 -0.966 5.691 -0.2738
O -1.01163 0.90233 2.96519 -0.502 -0.640 2.472 -0.4180
C -3.93813 1.28613 0.15799 0.187 0.761 0.354 -0.0276
Si -3.20543 2.98493 0.67459 -0.521 -0.150 -0.336 0.0025
C -3.22653 3.17653 2.56509 0.278 -0.216 -0.751 0.0026
C -4.15593 4.44233 -0.12341 0.532 -0.800 0.403 -0.0012
C -1.45363 2.85763 -0.11211 1.013 -0.239 0.703 -0.0284
Si -0.18123 4.29083 0.30249 -0.126 0.586 -0.239 0.0011
C 1.49427 4.00903 -0.62451 -0.569 -0.202 0.319 0.0156
C -0.85683 5.91403 -0.43881 0.263 -0.651 0.400 -0.0084
C 0.16317 4.34113 2.18119 -0.024 -0.011 -0.789 0.0242
H -4.88203 1.12073 0.66609 -0.240 -0.070 0.093 -0.0001
H -3.27273 0.46863 0.43789 0.073 -0.016 0.058 0.0242
H -4.12863 1.22383 -0.90981 0.032 0.057 -0.190 0.0025
H -4.25383 3.15893 2.91439 -0.270 0.031 -0.054 0.0000
H -2.79633 4.11993 2.87919 0.038 0.252 0.046 0.0002
H -2.69693 2.37953 3.07819 0.022 -0.060 0.013 -0.0022
H -5.22013 4.23523 -0.08191 -0.232 -0.025 0.008 -0.0001
H -3.88313 4.59993 -1.16201 0.033 -0.018 -0.181 0.0000
H -3.97953 5.36433 0.42119 0.058 0.161 0.096 0.0000
H -1.55413 2.79333 -1.20321 -0.029 0.123 -0.170 0.0183
H 1.34557 3.76683 -1.67731 -0.066 -0.030 -0.082 -0.0036
H 2.15417 3.25863 -0.17791 0.110 -0.091 0.054 -0.0056
H 2.05257 4.94213 -0.60161 0.067 0.142 0.113 0.0051
H -1.35323 5.75413 -1.39121 -0.055 -0.143 -0.121 -0.0003
H -0.02943 6.59573 -0.61221 0.183 0.105 0.025 -0.0016
H -1.55813 6.41113 0.22139 -0.168 0.016 0.173 0.0009
H 0.38347 3.36643 2.62329 0.010 -0.027 0.002 -0.0048
H -0.68683 4.74573 2.71939 -0.178 0.028 0.062 0.0001
H 1.00917 4.99353 2.38409 0.147 0.082 -0.018 0.0022

***

4.
25
Properties=species:S:1:pos:R:3:forces:R:3:mulliken_charge:R:1 method="wB97M-V/def2-TZVPD" total_charge=0 lumo_ev=0.8160 homo_ev=-8.94 gap_ev=9.76 multiplicity=1 smiles="[H]/N=C/C(C)(C)C(=C)C(N)N" total_energy_ev=-11971.742 molar_mass_da=141.22 e_above_lowest_kj_mol=34.6
H -2.97561 1.59394 0.53424 0.188 0.087 -0.307 0.2536
N -2.40328 0.75264 0.50682 -0.575 -0.079 0.656 -0.4970
C -1.57412 0.68064 -0.43011 0.168 0.228 -0.503 -0.8082
C -0.65884 -0.50553 -0.59247 0.029 -0.411 -0.175 2.3474
C -0.67593 -0.89213 -2.07675 0.002 0.114 0.242 -2.2851
C -1.14436 -1.69474 0.24504 0.114 0.225 0.033 -1.6099
C 0.71892 -0.09424 -0.10059 -0.071 0.111 0.038 0.4800
C 1.82520 -0.27664 -0.80195 0.132 -0.029 0.032 -1.4955
C 0.75383 0.61036 1.25052 0.087 0.109 0.065 -0.6059
N 0.93788 2.06075 1.09257 -0.089 0.160 0.181 -0.6715
N 1.76956 0.04698 2.10707 0.065 -0.255 0.146 -0.5497
H -1.43092 1.45725 -1.19907 -0.112 0.021 0.113 0.4942
H -0.10836 -1.80421 -2.23858 0.077 -0.081 -0.062 0.4177
H -0.26055 -0.09940 -2.69569 0.054 0.045 -0.098 0.4906
H -1.70249 -1.07214 -2.39145 -0.070 -0.053 -0.038 0.5011
H -0.40736 -2.49206 0.21578 0.089 -0.090 -0.048 0.4110
H -2.08627 -2.06243 -0.14863 -0.191 -0.053 -0.006 0.4200
H -1.30124 -1.39734 1.27581 -0.042 -0.059 0.134 0.3780
H 2.79259 0.01239 -0.41900 0.144 0.032 0.106 0.2823
H 1.84125 -0.73640 -1.77273 -0.081 -0.065 -0.238 0.3544
H -0.20486 0.47732 1.76115 0.133 -0.003 -0.154 0.5080
H 1.73643 2.24704 0.49216 -0.140 -0.025 -0.028 0.3178
H 0.12204 2.48295 0.66556 0.024 0.060 -0.052 0.2972
H 1.74410 0.51459 3.00633 0.055 0.048 -0.090 0.2860
H 2.69240 0.19043 1.71397 0.009 -0.038 0.053 0.2833

***

5.
81
Properties=species:S:1:pos:R:3:forces:R:3:mulliken_spin:R:1 method="wB97M-V/def2-TZVPD" total_charge=-1 lumo_ev="2.1953 / 2.1961" homo_ev="-4.03 / -3.95" gap_ev="6.23 / 6.14" multiplicity=2 total_energy_ev=-174808.040 molar_mass_da=805.68 e_above_lowest_kj_mol=87.5
Mn -0.01261 -0.12981 -0.23532 -0.818 -0.702 1.709 1.0650
C 1.10742 -3.53715 0.54824 -0.118 0.033 0.142 0.0004
Si 1.04219 -2.49997 2.13368 0.124 0.038 0.124 -0.0007
C 2.71902 -2.85958 2.98395 -0.116 0.086 -0.079 -0.0001
C -0.26675 -3.17371 3.34785 0.049 -0.006 -0.208 0.0002
N 0.86386 -0.83329 1.72696 0.232 -0.278 -0.941 -0.0004
C 1.41044 0.13539 2.50448 -0.125 -0.051 0.155 -0.0186
C 1.64521 0.02457 3.89701 0.007 0.034 -0.098 -0.0017
C 2.25888 1.02574 4.62844 0.030 0.017 0.119 0.0002
C 2.66334 2.21324 4.03327 0.010 0.059 -0.001 -0.0001
C 2.42428 2.38546 2.67373 -0.027 -0.041 0.022 0.0005
C 1.81057 1.37841 1.97213 0.083 -0.096 0.172 0.0040
F 1.61387 1.56939 0.63252 -0.118 -0.074 -0.281 0.0121
H 0.78941 -4.56788 0.73428 0.019 0.021 0.041 -0.0002
H 2.12789 -3.56535 0.15664 0.019 0.018 0.042 0.0003
H 0.47113 -3.11970 -0.22899 -0.061 -0.023 -0.046 0.0000
H 3.11675 -3.81556 2.63096 -0.025 -0.013 -0.009 0.0001
H 2.63142 -2.92047 4.07049 0.034 0.044 -0.006 0.0000
H 3.45379 -2.08338 2.75288 0.017 -0.015 -0.001 -0.0001
H 0.19894 -3.52155 4.27397 0.032 -0.003 -0.021 -0.0001
H -0.81883 -4.01138 2.91368 -0.007 -0.001 0.017 -0.0001
H -0.99922 -2.40811 3.60959 0.016 0.041 -0.029 0.0002
H 1.31991 -0.88326 4.39154 -0.005 0.022 0.037 0.0000
H 2.42085 0.88040 5.69106 -0.020 -0.016 -0.011 -0.0001
H 3.14372 2.99477 4.60708 -0.005 -0.014 0.011 0.0000
H 2.71817 3.28661 2.14980 -0.045 0.005 -0.011 0.0002
C -1.80942 -2.40772 -4.05676 -0.010 -0.044 -0.071 0.0018
C -1.67725 -1.93370 -2.74636 -0.082 0.050 0.047 0.0084
N -0.52117 -1.61935 -2.20625 0.168 -0.018 0.313 0.0008
C 0.58441 -1.71820 -2.96432 -0.133 -0.185 -0.414 -0.0085
C 0.55856 -2.17209 -4.30029 -0.389 0.125 0.442 -0.0049
C -0.68882 -2.53647 -4.83250 0.122 0.042 0.037 0.0002
C 1.75747 -2.19956 -5.06338 0.615 0.077 -0.073 0.0006
C 2.93054 -1.78694 -4.52529 -0.295 -0.145 -0.453 0.0004
C 3.00129 -1.35009 -3.17195 -0.105 0.034 0.453 0.0031
C 4.20526 -0.95572 -2.56802 -0.167 0.014 0.170 -0.0023
C 4.19959 -0.62699 -1.23524 0.373 -0.143 -0.291 0.0003
C 3.00143 -0.66261 -0.52715 -0.325 -0.083 0.189 0.0000
N 1.83977 -0.96081 -1.08198 0.066 0.635 -0.346 -0.0047
C 1.83637 -1.32265 -2.37909 0.368 -0.149 -0.172 -0.0025
H -2.79134 -2.65721 -4.43554 0.007 0.010 0.000 -0.0002
H -2.55282 -1.79866 -2.12284 0.029 0.045 0.010 0.0000
H -0.74088 -2.89325 -5.85459 -0.049 0.009 -0.003 0.0000
H 1.71734 -2.54185 -6.09085 -0.036 0.020 0.001 0.0001
H 3.83649 -1.77886 -5.12000 0.007 -0.031 0.019 -0.0001
H 5.11449 -0.93392 -3.15665 0.027 0.004 0.023 -0.0002
H 5.11138 -0.34839 -0.72449 -0.027 0.018 0.020 0.0000
H 2.98259 -0.45352 0.53423 -0.083 0.106 -0.037 0.0018
Br -2.22349 -2.34103 0.52649 -0.013 0.112 0.160 0.0106
C -2.85730 -1.22451 1.93411 -0.031 -0.147 -0.004 -0.0183
C -3.78728 -1.76840 2.77535 0.118 -0.097 -0.185 0.0001
C -4.30738 -0.98998 3.82200 -0.028 0.108 0.117 -0.0003
C -3.88003 0.29688 3.98111 -0.053 -0.047 0.023 0.0011
C -2.92126 0.86671 3.11057 0.078 -0.197 -0.143 -0.0055
C -2.52892 2.21271 3.26944 0.026 0.144 0.026 0.0028
C -1.68441 2.77865 2.36086 -0.020 0.085 0.081 -0.0014
C -1.15213 2.01074 1.30773 -0.198 -0.165 0.158 -0.0079
C -1.40015 0.65909 1.14118 0.238 0.390 -0.899 0.0322
C -2.35892 0.09600 2.04123 0.038 0.171 0.086 -0.0572
H -4.11016 -2.79028 2.62869 -0.027 0.016 0.012 -0.0002
H -5.04931 -1.41515 4.48700 0.008 0.004 0.006 -0.0001
H -4.28850 0.91964 4.77000 0.018 -0.022 0.019 0.0000
H -2.92082 2.77780 4.10843 -0.045 0.016 -0.043 0.0001
H -1.41414 3.82665 2.44692 0.013 -0.015 0.034 -0.0002
H -0.50772 2.52895 0.60418 0.034 -0.005 -0.017 0.0021
O -3.33649 1.50078 -1.11662 0.077 0.043 -0.148 -0.0003
C -2.29499 1.79291 -1.67421 -0.434 -0.285 0.285 0.0054
N -1.16810 1.02869 -1.73093 1.092 0.116 -0.335 -0.0073
S -0.06460 1.66404 -2.73741 -0.265 0.308 0.144 -0.0109
O -0.03386 1.04341 -4.04194 -0.012 -0.182 -0.084 -0.0005
O 1.20483 1.74450 -2.05395 0.142 0.216 -0.067 0.0012
C -0.85946 3.24630 -2.95124 -0.297 -0.375 0.174 0.0006
C -0.48674 4.38653 -3.62973 0.208 0.094 -0.072 0.0000
C -1.41412 5.41825 -3.72082 -0.029 -0.069 0.017 -0.0002
C -2.68206 5.28465 -3.15944 0.009 0.062 -0.014 0.0001
C -3.04311 4.12574 -2.48771 -0.025 -0.116 0.064 0.0001
C -2.11397 3.10482 -2.38704 0.106 0.372 -0.110 -0.0011
H 0.49957 4.48322 -4.06579 -0.020 -0.029 -0.023 0.0001
H -1.15345 6.33100 -4.24164 0.022 0.003 0.016 0.0000
H -3.38968 6.10020 -3.24574 0.001 -0.007 -0.004 0.0000
H -4.02076 3.99519 -2.04169 0.008 0.022 0.012 0.0000